ORCA calculation (the ωB97M-V functional and the def2-TZVPD basis) on a 7-piece molecular cluster, C5H24N2O7 overall.

```
38
C5H24N2O7 the ωB97M-V functional and the def2-TZVPD basis
H -1.1360 -2.7238 1.3187
H -1.9067 -0.9558 0.4878
O 2.9749 2.1103 -0.1618
H -1.7815 1.4589 -2.9315
H -0.1184 0.8929 0.4180
H 0.6507 3.9633 1.4321
H 1.9245 -1.8790 -0.1820
C -2.0192 -0.0526 -0.1180
O -0.5370 -0.4528 3.1079
O -0.6458 -3.5104 1.6022
H -2.5224 -0.1919 -1.0649
O -1.9775 0.5710 -3.2492
H -2.3175 0.6671 -4.1430
N -2.5519 1.0502 0.7670
C 1.3360 -0.9610 0.0308
C 0.2869 -1.1165 -2.2304
O 2.6190 1.3838 2.7421
H 1.4666 -3.0093 -2.1534
H 1.1820 -0.6225 -2.6487
H 0.2902 -0.1465 3.4899
H -0.6999 -0.9756 -2.7515
O 1.4958 -0.2289 1.0580
H -0.1055 -3.0864 -1.5166
H -0.1311 -1.0990 2.5083
H 0.1589 -2.8572 -3.3858
H -1.9832 1.0983 1.6034
H 2.2985 0.6333 3.2355
C 0.4530 -2.6534 -2.3393
H 2.3929 1.4396 0.2379
H -3.5040 0.8724 1.0638
C -0.6063 0.4529 -0.4695
N 0.2641 -0.6323 -0.8417
H -0.6177 3.7738 0.5006
H -0.5435 1.2087 -1.2807
O -0.0203 4.4103 0.8922
H -0.0721 -3.1120 2.2732
H 2.4392 2.8907 0.0334
H 3.5645 1.3893 2.6652
```

Output
Gap between HOMO and LUMO (alpha / beta) = 0.0979 / 0.2670 Ha
Net charge = -1
Expectation value of S² = 0.75
Molar mass = 224.3 g mol⁻¹
Energy above the lowest of the compared OMol25 structures with the same formula, charge and spin = 43.2 kcal/mol
Multiplicity = 2
HOMO (alpha / beta) = 0.015 / -0.162 Eh
DFT total energy = -22885.1699 eV

---

ORCA calculation (the ωB97M-V functional and the def2-TZVPD basis) on C28H21Cl2N4O5Os as an isolated structure.

```
61
C28H21Cl2N4O5Os the ωB97M-V functional and the def2-TZVPD basis
H 2.6499 4.9527 -3.1111
C 2.3291 2.1581 -1.2267
Cl -5.6333 4.2248 -0.8718
C -1.9682 1.5822 -1.2930
H -0.0662 1.6282 5.8468
H -2.4637 1.5262 -3.3631
C 2.3655 4.3237 -2.2782
H 2.0755 -0.6528 -3.3400
C 1.7204 4.8747 -1.1823
C 2.6573 2.9662 -2.3067
C -2.7636 1.9196 -2.4009
C 2.3549 -1.5528 1.3741
C 1.3645 -0.8055 -2.5339
C 1.3870 4.0701 -0.1005
C 2.6157 -1.4620 3.7413
C -2.3536 2.0711 -0.0294
O -2.7028 -3.0955 1.9486
H 0.8968 4.4967 0.7658
C -1.2766 -3.2325 -3.0661
C 1.0427 -0.0577 2.5738
C 2.9576 -2.0261 2.5420
H -2.1320 -3.0881 -1.0262
H 1.4970 5.9328 -1.1578
H -4.4558 2.9860 -3.1436
C 1.2459 0.1994 4.9802
H 1.7095 -0.0781 5.9172
C 0.2992 -1.7024 -2.6643
C -1.4027 -2.7926 -1.7622
Cl -1.7872 -2.0314 1.8581
C -1.6192 1.8035 1.1421
C 0.0055 0.8850 2.5500
H -1.1365 2.2408 3.7631
O -2.1767 -1.1134 0.7493
H 1.5009 2.1016 0.7404
H -3.7857 3.2823 1.0498
C 1.7083 2.7228 -0.1186
H 0.1791 -2.6172 -4.6535
C -0.1957 -2.5370 -3.6461
C -4.2453 3.2095 -1.0136
H 3.1605 2.5444 -3.1691
N -0.4438 -1.8647 -1.5076
H 3.1605 0.4397 -0.2846
N 1.5093 -0.1907 -1.3999
C -3.8703 2.7209 -2.2739
H 3.3771 0.4861 -2.0432
O -0.8770 0.8731 -1.4920
C 0.2657 1.1497 4.9361
C 2.6773 0.6856 -1.2309
Os -0.1629 -0.4923 -0.1163
C -0.3572 1.4939 3.7238
C 1.6507 -0.4344 3.7873
H -2.0157 2.2871 2.0300
H 3.0834 -1.7911 4.6606
N -0.5724 1.0564 1.2731
C -3.4978 2.8919 0.0813
O -0.4594 -2.4874 1.4421
O -1.6857 -1.2767 3.0563
H 3.6910 -2.8161 2.4806
H 2.6452 -1.9354 0.4027
N 1.4330 -0.6129 1.3862
H -1.8973 -3.9752 -3.5378
```

Output
Gap between HOMO and LUMO (alpha / beta) = 0.2242 / 0.2243 Ha
Net charge = +1
Molar mass = 754.6 g mol⁻¹
HOMO (alpha / beta) = -0.403 / -0.403 Eh
DFT total energy = -73073.8795 eV

---

ORCA calculation (the ωB97M-V functional and the def2-TZVPD basis) on C12H30N2Na7O8P as an isolated structure.

```
60
C12H30N2Na7O8P the ωB97M-V functional and the def2-TZVPD basis
O 7.2878 -0.5426 2.8840
H -5.5313 3.8537 -1.6365
O -9.3293 2.4887 2.4168
H 6.4595 -3.6692 2.5240
C 7.2274 -5.0305 -0.0578
O -0.9478 -0.7393 0.0125
H -8.2258 2.9301 -2.5054
Na -3.7230 0.3520 -2.6676
O 7.1319 -4.9208 -1.4734
H -9.6170 2.6285 0.4148
C -5.1879 3.3203 -4.2742
C -6.3877 3.9557 -2.3031
H 9.3857 -0.1176 3.4268
C -7.5232 2.6199 0.6499
C 7.3056 -1.9159 3.3031
C 6.5140 -2.6348 2.1846
H -4.2267 3.3746 -3.7630
H -11.2284 3.0794 1.9793
H 8.1243 1.0531 3.7187
O -0.2810 1.1850 -1.5308
Na 0.2726 -1.6666 3.8489
H 8.6550 0.7430 2.0826
H 8.9144 -3.5674 0.1075
H 8.5515 -4.4063 1.6213
H 7.6398 -5.9659 0.3203
C -7.6225 3.3984 -1.7277
H -10.6455 4.1541 3.0977
Na 1.6255 0.6001 -5.2516
H 5.5127 -2.3292 1.8813
H -5.0857 2.5343 -5.0224
Na 1.5696 4.5239 -1.0045
N -7.4317 2.3550 -0.7950
C 8.4414 0.2633 3.0378
H 6.2022 -5.0525 0.3117
O 1.2659 0.5581 0.4271
H -8.1752 4.1250 -1.1321
H 6.5186 -6.9996 -1.9653
N 7.3103 -2.8191 0.9565
H -8.0055 1.5500 -1.0023
C 6.2574 -5.9417 -1.9379
H 8.2897 -2.3564 3.4627
H 5.2457 -5.7309 -1.5912
C -10.6232 3.0852 2.8858
H 6.8668 -1.9974 4.2976
H 7.5018 -2.0471 0.3341
Na -0.9711 -4.4177 -1.6341
H -6.7262 3.3090 0.9292
Na 4.9006 -2.0797 -2.3568
C 8.1160 -4.0072 0.7052
H -8.9296 4.0608 1.2442
H -11.1894 2.5768 3.6662
O -6.2648 3.0332 -3.4282
H -7.0890 1.7547 1.1509
H 6.2751 -5.6929 -2.9989
Na 5.4497 2.1851 0.8262
C -8.9193 2.9728 1.1782
P 0.2672 0.0306 -0.6444
O 0.8683 -1.1131 -1.5536
H -6.5792 4.9311 -2.7503
H -5.4869 4.1760 -4.8795
```

Output
Gap between HOMO and LUMO = 0.1075 Ha
Net charge = +4
Molar mass = 522.3 g mol⁻¹
Energy above the lowest of the compared OMol25 structures with the same formula, charge and spin = 0.0 kcal/mol
HOMO = -0.503 Eh
DFT total energy = -72456.2815 eV

---

ORCA calculation (the ωB97M-V functional and the def2-TZVPD basis) on a 2-piece molecular cluster, C11H21NOSi overall.

```
35
C11H21NOSi the ωB97M-V functional and the def2-TZVPD basis
Si 2.6631 -0.5759 -0.1091
H 3.3326 -2.6668 -1.3063
C 3.7840 -2.1013 -0.4695
C -1.9469 1.8552 1.9076
C -2.5215 -0.6839 0.1535
H -1.5341 0.6381 -1.2984
H -1.0258 3.5970 0.4187
C -1.2573 2.8454 -0.2979
H -2.4446 0.9964 2.3181
H -2.0453 3.1541 -0.9828
H -2.4039 -3.0449 0.2733
H 4.8198 -1.7985 -0.6721
H -4.3565 -1.6690 -0.8350
O -0.5599 -2.1797 1.6346
C -3.3647 -1.3654 -0.9136
H 0.6856 0.1894 -1.7111
C -1.7239 1.5999 0.4195
C -1.7511 0.4639 -0.2347
H 2.0628 0.9717 -2.0265
H -3.3178 -0.9406 -1.9558
N 1.4488 -1.0956 1.0334
C 0.3647 -1.5659 1.2794
H 3.7157 -2.6212 0.5349
C -2.1022 -2.0748 -0.3287
H -2.5766 2.7435 2.1711
H 4.5017 0.6389 1.1459
H 2.7257 1.1245 1.6529
H -3.0462 -0.6488 1.1511
H -0.3864 2.5728 -0.8797
H 3.3927 1.5669 -0.0156
H -1.2866 -2.0755 -1.0949
C 3.4552 0.8465 0.8313
H 2.0288 -0.5863 -2.4967
H -1.0796 1.9204 2.3788
C 1.7493 -0.0306 -1.6759
```

Output
Gap between HOMO and LUMO = 0.3380 Ha
SMILES = C[Si](C)(C)N=C=O.CC(C)=CC1CC1
Net charge = 0
Molar mass = 211.4 g mol⁻¹
Energy above the lowest of the compared OMol25 structures with the same formula, charge and spin = 0.0 kcal/mol
HOMO = -0.312 Eh
DFT total energy = -23161.6280 eV

---

ORCA calculation (the ωB97M-V functional and the def2-TZVPD basis) on a 9-piece molecular cluster, C56H135N9O14 overall.

```
214
C56H135N9O14 the ωB97M-V functional and the def2-TZVPD basis
H 0.6089 -7.0535 5.6536
H 2.9877 -6.8125 1.6782
H 2.1284 -5.9652 3.4475
H 0.8441 -8.9552 7.1415
C -4.2220 8.5688 -1.5633
C 3.0142 2.0957 -5.1625
H -0.0331 2.7367 4.6836
C -4.8073 8.3034 -7.7703
C -3.9191 4.6495 -2.6786
C 3.4807 1.1315 0.1957
H -1.9140 6.7072 -0.0821
C -1.7815 -8.6751 2.7845
C 6.3455 0.4054 3.4539
O -4.5026 5.6642 -1.8761
H -4.3115 6.3776 -5.8387
H 3.0777 -1.0107 -6.6260
H 0.9129 -7.3447 -1.6775
H -4.4166 0.3763 -5.1469
H -6.8493 8.3886 -6.8322
N 0.7921 -1.2059 0.1656
H 4.9868 3.9642 6.3515
C 2.1075 -6.3279 7.3502
H -5.2129 10.3632 -2.2867
H 1.8222 4.6560 7.7689
C -3.8994 -1.5954 -6.0876
H -3.5733 12.3987 -3.2349
C 2.0546 -9.0170 -0.0804
N 6.6301 0.5978 4.8991
H 3.9432 -1.8897 3.6948
C -6.3211 8.6794 -7.7402
H 3.4254 0.2611 -7.9392
H -0.8132 -6.3096 3.8262
C -6.2834 -1.0544 -4.0120
O -6.6598 8.0119 -8.9428
O -3.4746 3.9440 -6.0419
H -8.3924 8.9968 -9.2751
H -4.0299 8.1488 -2.5506
N 3.0538 2.0697 6.0508
C -0.2101 -0.5119 -2.0562
H -2.1339 3.0569 -7.0829
C 1.3007 -7.7911 0.4803
C -8.0292 7.9691 -9.2673
C 2.5838 2.3178 8.4974
H 1.9520 0.2223 -4.6731
C -2.4560 -1.3167 -6.1394
H -5.7770 6.1981 -6.5325
H 1.8818 -5.2840 7.1327
H -2.3549 -7.7546 2.8944
C 0.4762 -7.1554 -0.6969
H -1.9709 12.1947 -2.7995
H 2.9214 -6.3503 8.0749
H -8.2243 7.7246 -10.3115
H 2.3759 -9.6213 0.7679
N -4.5261 6.8256 -7.9092
H 1.3097 3.1835 -2.6427
N 1.4746 -6.9886 5.1375
O 3.9238 0.9491 6.2870
C -0.8756 -7.8859 -0.8707
O 2.8028 1.9493 -0.7298
H -0.1359 -8.5717 8.5897
H -0.1799 -2.5302 1.6691
C 2.6948 -0.3252 -7.3819
H 0.9347 -1.5361 3.2844
H 5.1093 -1.8647 0.3513
H -1.8482 -2.1169 -5.7170
H 2.6503 4.9434 6.1783
O 1.7636 0.5491 -6.8276
H -7.2085 -1.5836 -3.7834
C 3.1058 3.0397 7.1827
H -3.6596 2.1671 -6.8977
C -2.9729 12.0034 -2.4156
C 0.7564 -2.2243 1.2025
H 3.5226 -6.3855 5.7008
H 3.9983 1.4365 -2.3910
H 1.4283 -0.2519 6.3747
N -4.3941 -2.5520 -7.1440
C -4.3396 10.1151 -1.6834
C 4.5409 3.5678 7.2637
C 2.3580 2.9321 -2.8042
H -0.4719 -2.3892 -0.9103
C -4.8134 -0.3631 -5.8424
H -2.8761 4.7935 -2.9607
H 3.9428 -3.5396 3.9950
H -2.5730 -8.6418 0.2661
C 6.8792 1.6618 2.6582
H -1.5845 1.8574 -1.6438
H -6.5004 9.7498 -7.8410
N -3.0985 8.1667 -0.6812
H 1.7295 0.7746 3.1476
H -1.6472 1.1223 -3.2300
H 0.3755 1.0927 6.7564
H 3.3637 1.6292 1.1584
H 4.6060 1.0059 5.6140
H 2.8160 3.7156 -2.2005
H 5.2721 0.2645 3.3267
C 2.0688 4.2513 6.7874
H 7.5474 0.2464 5.1337
H -0.3405 -10.4577 -0.0365
O -1.5501 -0.2064 -1.7060
H -1.5612 -7.3505 -1.5274
H 3.1266 1.7024 3.4206
H 6.4519 2.5755 3.0713
H -4.3926 8.7946 -6.8901
H -4.3974 10.5741 -0.6964
H -0.7108 -8.7478 -1.5172
C -4.7299 6.0266 -6.7820
H -5.5041 -1.7958 -3.8350
C -0.8197 -8.8711 1.5264
H 1.5155 2.1108 8.4349
H -3.0700 1.1436 -2.2268
C 0.2880 -1.6368 -1.1215
C -1.9883 1.0119 -2.2006
H 3.2442 -6.6172 0.0563
H 6.7800 1.6600 1.5727
H 2.4266 0.7431 -2.2691
H -1.5950 -10.8789 1.0642
O 2.2970 -2.9822 2.8006
C 2.9720 1.6734 -2.1104
C 0.9987 2.9403 4.9698
H 2.2165 -0.9931 2.2083
H -3.7832 4.3962 -8.0469
H 8.0972 -0.6747 2.8048
H -4.1547 3.6305 -2.3718
H 5.1594 -2.4687 1.9340
H -4.7793 0.2599 -6.7362
H 2.7540 -2.6625 4.8366
O 6.6898 -1.1449 1.5543
C -2.9065 2.7567 -6.3750
H -3.0199 12.5219 -1.4580
H -2.3760 -0.3891 -5.5726
H 3.0837 -8.8880 -0.4157
H -6.1692 -0.1967 -3.3492
H -5.3758 -2.4129 -6.9517
H -1.3082 -8.8198 3.7557
H 3.0940 1.3685 8.6603
H 2.8244 2.8944 9.3906
C 0.7818 -8.3492 8.0454
C -0.0794 -5.5065 3.7567
H 6.7967 -1.7383 3.5128
H -0.0150 -5.3122 2.6861
H 0.4560 0.3490 -1.9989
H -4.1545 -2.1270 -8.0283
H -5.1491 6.5987 -8.6711
H 1.4404 -9.7327 -0.6268
H 3.9411 1.6723 -4.7757
H -4.2737 8.7382 -8.6155
H 1.8506 -5.7855 0.8827
H -2.5459 2.1881 -5.5178
H 3.0808 0.1359 0.3877
C 1.5833 -1.8428 2.4637
H 1.9591 3.6530 -4.6135
H 4.6044 -0.7856 1.5284
O -0.6008 -4.2328 4.2189
H 0.9528 -8.1472 3.4084
H 3.3065 2.3761 -6.1745
H -1.9977 -0.9931 -7.0739
C 1.8644 1.6336 5.2682
C -2.6124 6.8319 -0.9097
H 0.3385 4.7231 5.8554
H 0.1114 -10.8955 1.6369
C 0.7590 3.7819 6.2095
H -4.5417 4.6106 -3.5725
C 1.3949 -5.7980 4.2362
H 0.2245 0.2231 5.1607
C -1.5995 -8.1898 0.4562
H 3.0617 0.1152 4.0538
H -2.4763 8.9614 -0.7184
H -4.0509 -2.1947 -5.1899
C 2.6035 -6.8776 6.0189
N 0.4618 -8.1305 1.7161
H -0.1132 -3.1586 5.9060
H 6.5623 1.5995 5.0096
C 2.4535 1.0109 3.9274
C -0.6238 -10.3865 1.0136
H 0.1604 -0.4530 0.3983
H 0.1549 3.2985 6.9773
C 7.0294 -0.8784 2.8848
H 5.1563 2.6980 7.4935
O 1.2318 -8.6834 2.6626
C 1.9269 0.9751 -5.4610
H -4.6114 6.0347 0.0317
H 1.3297 3.5829 4.1540
H 0.9210 1.3306 -5.2375
H -2.4651 -9.5240 2.7957
O 0.8649 -6.9016 7.8929
H 0.3306 -6.0782 -0.7781
O -3.1503 10.5958 -2.3455
H -1.6979 -3.8961 5.9444
H 4.7444 4.2358 8.1006
H -5.1575 8.0959 -1.2644
C 2.4143 -6.7099 0.7569
H -0.1270 -4.7137 6.3200
C -4.3024 4.5705 -7.1044
C -3.7837 5.8539 -0.6541
H 1.5620 -8.8045 8.6555
H 2.8801 -7.8800 6.3458
H 1.1870 -3.0875 0.6950
H -1.8305 -7.1850 0.8097
H 4.5121 0.9602 -0.1122
H 1.1254 -2.1538 -1.5901
H 1.6895 -4.8276 4.6357
H -5.1505 3.9293 -7.3447
H -0.0500 -0.8166 -3.0905
H -8.6310 7.2544 -8.7060
H -3.3079 4.9125 -0.3792
C 5.3562 -1.5583 1.3678
C 3.2469 -2.7107 3.8656
H -2.0950 6.6357 -1.8488
C 0.8932 0.5916 5.9385
N 2.7048 3.1511 -4.1529
O -6.1988 -0.5984 -5.3688
H 2.2222 -0.9722 -8.1209
H 7.9347 1.7564 2.9134
C -0.6654 -4.0585 5.6351
```

Output
Gap between HOMO and LUMO (alpha / beta) = 0.2635 / 0.0993 Ha
Net charge = +1
Expectation value of S² = 0.75
Molar mass = 1158.7 g mol⁻¹
Energy above the lowest of the compared OMol25 structures with the same formula, charge and spin = 97.8 kcal/mol
Multiplicity = 2
HOMO (alpha / beta) = -0.341 / -0.341 Eh
DFT total energy = -102311.0881 eV